No. 1
C51H46ClN4P2Tl | ωB97M-V/def2-TZVPD

The calculated total energy is -3505.4307 Eh. The value obtained for the energy relative to the best compared isomer or geometry (same formula, charge and spin) is 0.00 kcal per mole. As for the HOMO energy: -5.80 eV. For the HOMO-LUMO gap, the calculation gives 5.3 eV.

Geometry (Å):
Tl: -0.80125 0.28472 0.36980
C: -5.37352 0.29613 -6.01857
C: -5.21966 1.40910 -5.20668
C: -4.37474 1.35546 -4.10595
C: -3.66326 0.19669 -3.80058
C: -3.83014 -0.91611 -4.62638
C: -4.67501 -0.86808 -5.72347
C: -2.73877 0.15752 -2.63312
C: -1.65607 0.99986 -2.64667
C: -1.19300 1.72436 -3.83748
C: -0.00715 2.27356 -3.55511
C: 0.29789 2.00530 -2.14111
N: -0.73969 1.23196 -1.64276
C: 1.39766 2.47031 -1.49089
C: 1.59010 2.36122 0.02582
C: 3.01075 2.52216 0.50096
C: 3.35755 1.47285 1.23842
C: 2.22229 0.52568 1.27330
C: 2.25066 -0.70037 1.93146
C: 3.49499 -1.07123 2.66914
C: 4.66785 -1.39121 1.98665
C: 5.82680 -1.72897 2.67185
C: 5.82979 -1.76738 4.05901
C: 4.66726 -1.46375 4.75323
C: 3.51575 -1.11675 4.06245
C: 1.19028 -1.65205 1.94564
N: -0.00014 -1.53477 1.33396
C: -0.76674 -2.66783 1.61104
C: -2.01678 -2.95167 1.09646
C: -2.69349 -4.16777 1.63107
C: -2.92624 -5.27182 0.81396
C: -3.54014 -6.40629 1.32132
C: -3.93844 -6.44971 2.65088
C: -3.71528 -5.35402 3.47082
C: -3.09375 -4.22183 2.96323
C: -2.70045 -2.24557 0.06762
C: -3.94858 -2.56939 -0.50805
C: -4.14240 -1.70984 -1.57428
C: -3.01028 -0.86049 -1.63435
N: -2.15799 -1.19030 -0.63724
C: 0.03223 -3.53187 2.43740
C: 1.23086 -2.92722 2.63014
N: 1.21712 1.06526 0.57351
C: 2.38932 3.29805 -2.23151
C: 3.66603 2.80429 -2.50691
C: 4.59950 3.57579 -3.18080
C: 4.27490 4.86132 -3.59559
C: 3.01067 5.36529 -3.33298
C: 2.07927 4.59008 -2.65431
H: -6.03202 0.33383 -6.87680
H: -5.76081 2.32083 -5.42677
H: -4.25548 2.22467 -3.46945
H: -3.27928 -1.82154 -4.40269
H: -4.78345 -1.73940 -6.35703
H: -1.70292 1.72400 -4.78729
H: 0.63536 2.82308 -4.22381
H: 3.61115 3.39417 0.28899
H: 4.29845 1.31255 1.74020
H: 4.66184 -1.37527 0.90300
H: 6.72749 -1.97073 2.12181
H: 6.73111 -2.03475 4.59531
H: 4.65918 -1.49162 5.83582
H: 2.61021 -0.87577 4.60772
H: -2.61240 -5.23516 -0.22178
H: -3.70553 -7.26093 0.67798
H: -4.41950 -7.33524 3.04557
H: -4.02391 -5.37982 4.50815
H: -2.91323 -3.36623 3.60331
H: -4.60670 -3.36066 -0.18665
H: -4.98260 -1.69116 -2.24877
H: -0.27256 -4.50433 2.78984
H: 2.07877 -3.31134 3.17287
H: 3.91725 1.79930 -2.19032
H: 5.58179 3.17129 -3.38958
H: 5.00294 5.46360 -4.12347
H: 2.74687 6.36504 -3.65427
H: 1.08975 4.98531 -2.45401
C: 0.60248 1.57883 5.30520
P: -0.34793 0.73863 3.97691
C: -0.67989 -0.87088 4.80384
C: -1.98754 1.54808 4.27922
C: -3.08061 1.03231 3.33950
P: -2.81005 1.43480 1.58107
C: -2.84631 3.24572 1.48758
C: -4.32923 0.89882 0.76112
H: 0.12071 1.47146 6.28009
H: 0.70076 2.63859 5.06896
H: 1.60831 1.16076 5.35539
H: -1.14916 -0.74597 5.78319
H: 0.25740 -1.41604 4.92157
H: -1.31232 -1.49269 4.16696
H: -1.84786 2.62468 4.14406
H: -2.29842 1.39444 5.31715
H: -4.05858 1.44426 3.60870
H: -3.16664 -0.05731 3.39700
H: -3.76147 3.62727 1.94413
H: -2.81861 3.54388 0.43855
H: -1.97974 3.66933 1.99485
H: -5.20310 1.32300 1.25853
H: -4.38477 -0.19172 0.77136
H: -4.30608 1.21579 -0.28202
Cl: 0.73384 3.69604 2.34820
C: 0.70302 3.49956 0.56007
H: 1.03434 4.44700 0.14121
H: -0.33214 3.32531 0.27155

Force components x, y, z for each atom (eV/Å):
0.072 0.010 -0.104
0.003 -0.008 -0.006
-0.002 0.008 -0.002
0.000 -0.011 0.005
-0.012 0.015 -0.026
0.006 -0.005 0.024
-0.010 0.007 -0.008
0.000 -0.011 0.025
0.005 0.027 -0.050
-0.017 -0.029 0.008
0.010 0.005 0.003
0.022 0.016 -0.043
-0.016 -0.009 0.116
-0.012 -0.031 0.021
0.003 0.010 -0.037
0.016 -0.014 0.017
-0.020 -0.012 -0.019
-0.002 0.048 -0.013
-0.020 -0.026 0.000
0.031 -0.015 0.012
-0.020 0.002 -0.006
-0.002 0.001 0.021
0.011 -0.004 -0.015
0.004 -0.006 0.022
-0.008 0.015 -0.011
0.015 0.020 0.039
-0.025 0.002 0.015
0.004 0.000 -0.001
0.070 -0.013 0.027
-0.038 -0.005 0.013
0.007 0.022 -0.018
-0.008 -0.012 0.009
0.002 -0.009 -0.010
-0.006 0.009 0.013
0.022 -0.001 -0.005
-0.043 0.007 -0.005
0.001 -0.013 0.010
0.029 0.022 -0.016
-0.009 0.008 -0.003
0.005 -0.022 0.004
-0.035 0.003 0.003
0.027 -0.007 -0.030
-0.011 -0.029 0.002
0.034 0.018 -0.012
-0.011 -0.008 0.010
-0.005 0.021 -0.009
0.009 -0.012 -0.005
-0.011 0.012 0.002
0.002 0.001 0.014
-0.001 -0.001 0.000
0.000 0.001 0.001
0.000 0.001 0.000
-0.002 -0.003 -0.002
0.000 -0.002 0.001
-0.002 0.004 0.000
-0.003 0.005 -0.003
0.000 0.001 -0.004
0.005 0.000 -0.003
0.003 0.001 -0.001
-0.003 -0.001 -0.008
0.001 0.001 0.001
-0.002 0.002 -0.001
0.002 0.001 -0.006
-0.001 -0.002 0.000
0.001 0.001 -0.002
0.000 -0.001 0.000
0.001 0.002 0.000
-0.002 -0.001 0.001
0.001 -0.004 0.001
-0.004 -0.001 -0.004
0.003 -0.003 -0.002
-0.001 -0.008 -0.001
0.004 0.000 -0.001
0.000 -0.003 0.001
0.001 0.000 0.001
-0.002 0.001 -0.001
-0.003 -0.003 0.000
-0.013 0.009 -0.007
-0.005 -0.062 0.028
0.016 0.010 -0.013
-0.013 0.027 -0.002
0.011 0.008 0.020
0.001 0.014 -0.015
0.006 0.004 0.014
-0.004 -0.018 -0.005
0.008 0.004 0.003
0.001 0.005 0.002
-0.001 -0.010 -0.002
0.001 0.004 0.001
0.000 0.008 0.005
-0.015 -0.005 -0.004
-0.016 -0.001 0.004
-0.001 0.003 -0.003
-0.001 -0.006 0.001
-0.006 -0.002 0.003
-0.003 0.005 -0.003
-0.007 -0.007 -0.004
-0.007 0.005 0.002
-0.001 0.005 0.002
-0.009 0.004 0.001
-0.002 0.005 0.002
-0.008 0.000 0.009
0.016 0.019 0.016
-0.008 -0.003 -0.006
-0.003 -0.011 0.004


No. 2
C51H47N3P2PdTe | ωB97M-V/def2-TZVPD

The calculated total energy is -3214.1957 Eh. The value obtained for the energy relative to the best compared isomer or geometry (same formula, charge and spin) is 7.97 kcal per mole. As for the HOMO energy (spin up / spin down): -4.97 / -4.98 eV. For the HOMO-LUMO gap (spin up / spin down), the calculation gives 3.3 / 3.4 eV.

Geometry (Å):
Pd: -0.04503 0.99125 -0.99602
Te: -2.38845 -3.18621 0.64401
C: -4.45131 -2.74320 0.22954
C: -4.97855 -2.96188 -1.03356
C: -6.25889 -2.50706 -1.30628
N: -7.00692 -1.86042 -0.42659
C: -6.49985 -1.65169 0.77567
C: -5.23558 -2.07485 1.15793
C: -2.04746 -1.32772 -0.34845
P: -0.89393 -1.32238 -1.75440
C: -1.43672 -2.76464 -2.73918
C: -0.86932 -3.98505 -2.36994
C: -1.15926 -5.14672 -3.05727
C: -2.00698 -5.09983 -4.15271
C: -2.54190 -3.88723 -4.55549
C: -2.25888 -2.72508 -3.85803
C: -1.61471 0.11430 -2.64617
C: -0.72279 1.08778 -3.14385
C: -1.22060 2.28673 -3.65604
C: -2.58647 2.49776 -3.71611
C: -3.46655 1.51977 -3.26850
C: -2.98735 0.34910 -2.71771
P: -1.53006 0.06227 0.65522
C: -2.72075 1.38319 0.16979
C: -2.25102 2.67955 -0.02196
C: -3.13452 3.70386 -0.31795
C: -4.49120 3.44732 -0.40180
C: -4.96313 2.15514 -0.23346
C: -4.08162 1.12564 0.03788
C: -2.07919 -0.19884 2.38450
C: -1.27058 -0.98758 3.20383
C: -1.60150 -1.20757 4.52724
C: -2.75238 -0.64754 5.05574
C: -3.55696 0.14103 4.25390
C: -3.21746 0.38149 2.93464
H: -4.39769 -3.46127 -1.79660
H: -6.70870 -2.65580 -2.28061
H: -7.13258 -1.10068 1.46168
H: -4.85986 -1.86226 2.14853
H: -0.18903 -4.01393 -1.52341
H: -0.72490 -6.08735 -2.74512
H: -2.24180 -6.00512 -4.69433
H: -3.18787 -3.84828 -5.42201
H: -2.68047 -1.78387 -4.18281
H: 0.34228 0.83686 -3.27246
H: -0.53701 3.04285 -4.02190
H: -2.96960 3.42277 -4.12123
H: -4.53186 1.69008 -3.32270
H: -3.67234 -0.39792 -2.33437
H: -1.18365 2.89218 0.09206
H: -2.76021 4.70684 -0.46381
H: -5.18113 4.25581 -0.59720
H: -6.02289 1.94805 -0.30189
H: -4.44485 0.11232 0.15551
H: -0.36682 -1.42053 2.79097
H: -0.96319 -1.81372 5.15348
H: -3.02085 -0.82121 6.08786
H: -4.46050 0.57801 4.65243
H: -3.85085 1.01748 2.33577
C: 1.31760 2.15984 -0.02111
C: 2.21393 2.51519 0.74182
C: 3.35840 2.68821 1.51500
C: 3.53976 1.81146 2.63068
C: 4.65709 1.87117 3.48690
C: 4.80389 0.97563 4.52326
C: 3.84853 -0.00536 4.76075
C: 2.71226 -0.04898 3.95992
C: 2.55211 0.84349 2.92711
C: 4.35614 3.62540 1.02316
C: 3.96938 4.88784 0.55074
C: 4.90066 5.77554 0.04903
C: 6.24094 5.42274 -0.01767
C: 6.63674 4.16846 0.42112
C: 5.70984 3.28104 0.93019
H: 5.38778 2.65635 3.35566
H: 5.66659 1.04867 5.17151
H: 3.96383 -0.69698 5.58258
H: 1.93546 -0.77290 4.16772
H: 1.62944 0.86459 2.35967
H: 2.92625 5.16782 0.60011
H: 4.58527 6.75421 -0.29209
H: 6.96699 6.10920 -0.42769
H: 7.67713 3.87655 0.36310
H: 6.02606 2.28884 1.22654
C: 3.77553 -2.70531 -1.59237
C: 2.58391 -1.84091 -2.07117
N: 2.32246 -0.79561 -1.10755
C: 1.84459 -1.36993 0.13735
C: 2.82307 -2.45109 0.63726
N: 4.05897 -2.34151 -0.18066
C: 4.56007 -0.94436 -0.10892
C: 3.54572 -0.05472 -0.86440
H: 4.67395 -2.50395 -2.17899
H: 3.54662 -3.77052 -1.64808
H: 1.67704 -2.43627 -2.18611
H: 2.80622 -1.38821 -3.03848
H: 0.85019 -1.79833 -0.02720
H: 1.73630 -0.54971 0.85140
H: 2.41467 -3.45672 0.51811
H: 3.08036 -2.29846 1.68703
H: 4.76552 -2.97909 0.19095
H: 5.55647 -0.89524 -0.55200
H: 4.63079 -0.66877 0.94451
H: 3.95031 0.27490 -1.81961
H: 3.28941 0.83383 -0.28533

Force components x, y, z for each atom (eV/Å):
1.175 1.050 0.411
-0.833 0.856 -0.537
0.229 -0.399 0.339
0.012 -0.096 -0.094
0.221 -0.088 -0.198
-0.550 0.216 -0.117
0.095 0.074 0.246
0.042 -0.152 0.077
1.139 -0.958 0.806
-0.983 -0.168 -0.121
0.225 -0.144 -0.071
0.059 0.084 -0.074
0.050 -0.152 -0.013
-0.031 -0.067 -0.044
-0.131 -0.106 -0.168
0.007 0.074 0.112
0.915 -0.123 -0.066
0.043 -0.297 -0.614
-0.187 0.233 -0.240
0.465 0.125 -0.050
-0.124 -0.324 0.143
-0.382 0.256 -0.144
-0.891 0.084 -0.387
0.159 0.156 0.224
0.233 0.111 0.347
-0.085 0.123 -0.014
-0.053 0.148 -0.080
-0.162 -0.087 0.064
0.022 -0.024 -0.084
0.378 0.012 -0.011
-0.012 0.176 -0.016
0.139 -0.087 0.047
-0.089 -0.026 0.075
-0.097 0.017 0.121
0.062 -0.021 -0.086
0.018 -0.045 -0.072
0.054 -0.075 -0.099
0.008 -0.002 0.131
-0.007 0.014 0.089
-0.037 -0.044 0.000
0.004 -0.044 0.014
-0.013 -0.046 -0.053
-0.045 0.006 -0.049
-0.027 0.035 -0.030
-0.369 0.154 0.039
0.009 -0.018 0.016
-0.029 0.095 -0.010
-0.089 0.000 -0.015
0.027 0.004 0.097
-0.444 -0.023 -0.036
0.022 0.098 -0.010
-0.075 0.054 -0.058
-0.068 -0.013 -0.039
0.018 -0.009 -0.035
0.049 -0.054 -0.020
0.069 -0.078 0.041
0.003 -0.024 0.074
-0.073 0.068 0.084
0.012 0.009 0.048
-2.474 -0.202 -0.969
2.512 0.218 1.182
-1.474 -0.073 -1.116
-0.060 -0.207 1.013
-0.140 0.166 -0.228
0.055 -0.254 0.203
0.040 -0.022 0.010
0.098 -0.165 0.233
0.002 0.294 -0.158
0.559 0.214 -0.295
-0.094 -0.202 0.167
0.124 0.119 -0.094
-0.024 -0.001 -0.032
0.185 0.033 -0.048
-0.114 -0.052 0.053
0.031 -0.016 -0.009
0.049 0.016 0.034
0.036 -0.047 0.049
-0.102 -0.021 0.028
0.016 -0.056 -0.048
-0.061 -0.045 0.019
-0.027 -0.042 -0.008
0.056 0.075 0.021
0.039 -0.003 -0.047
0.029 0.013 0.063
-0.184 -0.201 -0.829
-0.150 -0.080 -0.061
0.325 -0.144 -0.112
-0.208 0.131 0.134
-0.681 -0.047 0.483
0.461 -0.444 0.228
0.336 0.840 0.045
-0.097 0.201 0.133
0.030 -0.060 0.168
0.104 0.025 0.148
0.036 -0.020 -0.004
0.053 -0.061 0.003
0.168 0.048 0.048
0.076 -0.227 -0.048
0.167 -0.004 -0.083
0.145 -0.023 -0.069
-0.116 0.157 -0.050
-0.048 -0.172 0.032
-0.032 -0.081 0.023
0.052 0.001 -0.067
0.223 -0.121 -0.031